# 1
ORCA calculation (ωB97M-V/def2-TZVPD) on a molecular structure, C50H51HgN10O5S at a distorted geometry.

Output
net charge	-1
gap between HOMO and LUMO	3.944	eV
LUMO energy	1.861	eV
HOMO energy	-2.08	eV
DFT total energy	-3411.11565	hartree

```
118
Properties=species:S:1:pos:R:3:forces:R:3
Hg 0.5907 -0.2311 2.7877 0.7 0.4 0.6
S 1.9017 -0.8138 5.9656 0.9 0.2 6.4
O 3.2842 -0.5228 5.5440 -0.5 0.4 -0.9
O 1.6650 -2.1187 6.4544 0.6 -8.3 -3.4
O 1.4849 -0.3180 7.2988 0.5 6.4 0.5
O 0.8921 -0.4212 4.9883 -1.6 1.3 -3.0
O -0.2536 0.3869 0.9034 -0.8 0.5 -1.8
H -0.1711 0.5104 -0.0622 0.4 -0.2 1.1
N -1.3777 0.7816 3.7022 -3.7 1.3 1.0
C -2.6158 0.4085 3.1881 1.0 1.8 0.9
C -3.8246 1.0561 3.5000 0.7 -0.6 -0.3
C -3.8507 2.1275 4.3566 1.1 0.4 0.6
C -2.6306 2.5328 4.9371 -0.5 -1.5 -0.3
C -1.4603 1.8082 4.6491 -0.5 -0.5 -1.6
H -2.7568 -0.3319 2.4146 1.1 -0.4 0.0
H -4.6943 0.6609 2.9961 -0.3 0.2 0.1
H -4.7572 2.6507 4.6228 -0.2 0.0 -0.1
H -2.6704 3.2751 5.7205 0.4 0.2 -0.1
H -0.5547 2.1579 5.1225 0.4 -0.6 -0.1
N 2.5482 -1.1655 1.7793 2.6 -0.4 -1.4
C 2.9969 -0.6686 0.5626 0.8 -1.1 1.7
C 4.2946 -0.9191 0.0718 -1.1 -0.5 0.5
C 5.1422 -1.8007 0.7815 -1.2 0.4 -1.0
C 4.6908 -2.2946 1.9690 -0.9 -0.7 0.6
C 3.4112 -1.9618 2.4644 -0.2 1.5 -0.8
H 2.2544 -0.0973 0.0253 0.0 0.2 -0.1
H 4.5368 -0.5645 -0.9191 0.2 0.1 0.0
H 6.0098 -2.2527 0.3239 0.3 0.5 0.0
H 5.2485 -3.0851 2.4491 0.1 0.2 0.4
H 3.0939 -2.2162 3.4649 -0.1 -0.4 0.1
N -0.5277 4.8269 -2.4093 -0.1 0.7 0.1
C -0.9232 3.8316 -1.6104 0.0 0.3 -0.5
C -0.9830 3.8984 -0.2410 0.4 0.3 1.0
C -0.5597 5.0623 0.3873 0.7 1.6 -0.7
C -0.1632 6.1552 -0.4185 -0.7 -1.0 -1.3
C -0.2012 5.9940 -1.8195 -0.1 -1.0 1.2
H -1.2303 2.9020 -2.0665 0.1 0.0 -0.4
H -1.2715 3.0194 0.3161 -0.1 -0.1 0.2
H -0.4612 5.2365 1.4486 -0.3 -0.6 0.2
H 0.1115 7.1441 -0.0824 0.1 -0.2 0.6
H 0.0826 6.8350 -2.4349 0.0 -0.1 -0.4
N -1.2166 -0.1831 -3.7721 0.6 0.6 1.4
C -0.3081 0.2981 -2.8449 -0.5 -0.3 -2.3
C 0.8571 0.9537 -3.2453 -0.6 -0.1 0.7
C 1.1031 1.1240 -4.5745 -0.8 0.4 -1.5
C 0.1768 0.6378 -5.5187 0.5 0.5 0.5
C -0.9832 0.0297 -5.0719 1.4 -0.2 0.8
H -0.4919 0.2083 -1.7845 -0.5 -0.4 -0.1
H 1.5337 1.4366 -2.5557 -0.1 -0.2 0.4
H 1.9012 1.8045 -4.8321 0.3 -0.3 -0.4
H 0.2806 0.7484 -6.5880 0.3 0.2 0.0
H -1.6209 -0.3500 -5.8565 -0.7 -0.2 0.4
N -4.3606 1.5910 -0.5817 0.7 -0.2 0.4
C -3.2411 0.8317 -0.7387 -1.8 1.0 -0.8
C -3.2861 -0.5339 -0.9174 -0.7 -0.4 -0.3
C -4.5337 -1.1897 -0.8740 0.1 1.5 0.2
C -5.6708 -0.3966 -0.6150 0.2 0.0 -0.2
C -5.5475 0.9947 -0.4791 1.5 -0.8 -0.2
H -2.3760 1.4324 -0.9776 0.4 -0.3 0.5
H -2.3938 -1.0411 -1.2535 0.1 -0.2 0.3
H -4.5915 -2.2411 -1.1141 -0.2 -0.1 0.2
H -6.6792 -0.7831 -0.6237 0.0 -0.4 0.1
H -6.3794 1.6697 -0.3422 -0.3 -0.2 0.0
N 1.8093 -3.9564 -1.2585 -1.2 0.8 -1.4
C 1.6800 -2.9441 -2.2124 0.8 -2.4 2.0
C 1.1151 -3.1770 -3.4353 0.0 0.5 0.6
C 0.5018 -4.3993 -3.6611 -0.2 0.4 -1.0
C 0.4681 -5.3813 -2.6962 0.2 0.4 0.1
C 1.1628 -5.1164 -1.5169 0.8 1.1 0.0
H 2.1218 -1.9936 -1.9520 0.1 0.0 0.1
H 1.1137 -2.3342 -4.1106 -0.2 -0.2 -0.5
H 0.0241 -4.4660 -4.6274 -0.3 -0.6 0.0
H -0.0996 -6.2930 -2.8093 0.1 -0.1 -0.1
H 1.2270 -5.8732 -0.7490 0.0 0.0 0.2
N 3.4545 3.1878 -0.9617 3.7 -1.4 0.3
C 4.7558 2.7770 -1.2625 -1.6 1.1 -2.0
C 5.3111 2.9546 -2.5820 -1.2 -0.1 1.7
C 4.5225 3.5690 -3.5612 -0.8 0.8 1.0
C 3.2574 4.0769 -3.1826 1.4 -0.4 -0.4
C 2.8164 3.8441 -1.8911 -1.0 0.2 -0.3
H 5.3433 2.3296 -0.4744 -0.2 -0.1 0.1
H 6.3275 2.6509 -2.7848 0.0 -0.1 0.0
H 4.9030 3.7862 -4.5483 0.1 -0.2 -0.1
H 2.6645 4.6859 -3.8489 -0.1 -0.1 -0.1
H 1.8417 4.1733 -1.5624 -0.3 0.3 -0.3
N 1.8098 2.0026 2.9422 -0.2 1.3 0.3
C 2.4534 2.3795 4.0793 -0.9 0.7 -1.5
C 3.1573 3.5849 4.1050 1.0 -0.6 1.5
C 3.3258 4.3754 3.0099 -0.6 -0.2 -0.1
C 2.5314 4.0359 1.9337 0.5 1.9 -0.6
C 1.7640 2.9206 1.9291 0.5 -1.7 0.8
H 2.3150 1.8148 4.9895 0.2 -0.6 -0.2
H 3.6713 3.8571 5.0150 0.0 -0.1 0.2
H 3.9761 5.2374 3.0314 -0.1 0.1 -0.1
H 2.4821 4.7300 1.1078 0.0 -0.2 -0.3
H 1.2046 2.7378 1.0235 -0.3 -0.7 0.2
N -0.2116 -2.4275 2.6253 -1.5 -3.1 0.3
C -0.5785 -3.1891 3.6811 -0.5 -0.6 0.5
C -1.3014 -4.4235 3.5942 0.5 0.5 -1.7
C -1.5624 -4.9405 2.3236 1.5 0.9 0.2
C -0.9714 -4.2838 1.2272 -1.6 0.4 0.4
C -0.4458 -3.0166 1.4281 0.7 0.6 0.1
H -0.3086 -2.8040 4.6533 0.1 0.2 0.3
H -1.6385 -5.1033 4.3627 0.2 0.8 0.9
H -2.1047 -5.8710 2.2435 0.0 -0.1 -0.3
H -1.1900 -4.6279 0.2270 0.3 0.0 -0.2
H -0.1384 -2.3712 0.6185 0.0 -0.1 -0.4
N -3.1441 -4.9622 -1.7968 -0.4 0.8 -0.5
C -4.4162 -5.2368 -2.1620 1.3 -0.5 0.4
C -5.0566 -4.6216 -3.1994 -0.8 1.8 0.2
C -4.4695 -3.4953 -3.7933 0.8 -0.6 0.3
C -3.1705 -3.1381 -3.4207 -0.7 -1.2 -0.1
C -2.5530 -3.9302 -2.4196 -0.5 0.0 -0.7
H -4.8858 -6.0298 -1.5990 -0.1 -0.1 0.0
H -6.1165 -4.7669 -3.3476 0.0 -0.5 -0.3
H -5.0137 -2.9365 -4.5403 0.0 0.1 -0.1
H -2.6895 -2.3617 -3.9970 0.4 0.2 0.6
H -1.5193 -3.7600 -2.1571 0.0 0.2 0.2
```
Positions in Å, forces in eV/Å.

# 2
ORCA calculation (ωB97M-V/def2-TZVPD) on a single C22H29N3O5S molecule at a distorted geometry.

Output
ΔE to the lowest compared entry with this formula, charge and spin	259.14	kJ/mol
gap between HOMO and LUMO	8.154	eV
SMILES string	COCCCN(CC(=O)Nc1ccc(N2CCOCC2)cc1)S(=O)(=O)c1ccccc1
LUMO energy	0.716	eV
HOMO energy	-7.44	eV
DFT total energy	-1794.35058	hartree

```
60
Properties=species:S:1:pos:R:3:forces:R:3
C 7.8917 4.1900 -0.6101 0.1 0.0 0.0
O 6.5222 3.9289 -0.4522 -0.3 0.0 0.1
C 6.0995 2.7680 -1.1285 -0.2 0.0 0.0
C 4.6195 2.5491 -0.8388 0.3 -0.1 -0.2
C 4.0581 1.3758 -1.6431 0.7 0.1 0.2
N 2.7130 1.0016 -1.2556 -0.2 -0.7 0.8
C 1.6827 2.0101 -1.4316 -0.4 0.1 0.1
C 0.3228 1.3100 -1.5384 0.0 0.6 -0.1
O -0.1109 0.9255 -2.6045 0.0 -0.1 -0.2
N -0.2941 1.1859 -0.3423 -0.1 0.3 0.4
C -1.4378 0.4368 -0.0327 -0.3 -0.1 0.0
C -1.7760 0.2961 1.3086 0.1 0.1 -0.3
C -2.8712 -0.4498 1.6921 -0.2 -0.1 0.0
C -3.6721 -1.0969 0.7448 0.4 0.1 -0.1
N -4.7317 -1.9268 1.0899 -0.2 -0.4 0.1
C -5.0167 -2.2312 2.4778 -0.2 0.2 0.2
C -5.9703 -1.1957 3.0880 0.3 -0.2 0.1
O -7.1696 -1.1327 2.3460 -0.1 -0.1 0.1
C -6.9145 -0.8230 0.9941 0.1 -0.1 -0.4
C -5.9768 -1.8537 0.3475 -0.3 0.3 0.1
C -3.3133 -0.9493 -0.6009 -0.1 0.0 0.2
C -2.2287 -0.1927 -0.9878 0.1 0.1 -0.1
S 2.5973 0.1425 0.1847 -0.1 -0.4 -0.3
O 3.8719 -0.4482 0.4626 0.2 0.0 -0.2
O 2.0093 0.9701 1.2140 0.0 0.0 0.0
C 1.4392 -1.1647 -0.2153 0.4 0.4 0.0
C 0.6686 -1.6982 0.8007 0.1 0.0 0.2
C -0.2355 -2.7060 0.5094 0.1 0.0 0.0
C -0.3597 -3.1631 -0.7918 0.0 0.0 0.0
C 0.4296 -2.6317 -1.7994 0.0 0.0 0.0
C 1.3422 -1.6304 -1.5115 0.0 -0.1 -0.2
H 8.1497 4.3410 -1.6664 0.0 0.0 0.0
H 8.1018 5.0997 -0.0517 0.1 0.0 0.0
H 8.5025 3.3685 -0.2149 0.0 0.0 0.0
H 6.6829 1.8969 -0.7923 0.0 0.0 0.0
H 6.2618 2.8865 -2.2134 0.0 0.0 0.1
H 4.0836 3.4701 -1.0740 0.0 0.0 0.0
H 4.4912 2.3400 0.2246 0.0 0.1 0.0
H 4.6728 0.4907 -1.4717 0.1 0.1 -0.2
H 4.0520 1.6035 -2.7135 -0.1 -0.1 0.1
H 1.8738 2.5236 -2.3761 -0.1 -0.1 0.1
H 1.6831 2.7340 -0.6071 0.0 0.0 -0.2
H 0.2525 1.4574 0.4715 -0.1 0.0 -0.3
H -1.1704 0.7809 2.0609 0.1 0.1 0.1
H -3.0962 -0.5148 2.7448 0.0 0.0 0.1
H -4.0931 -2.3040 3.0496 0.0 0.0 0.0
H -5.5117 -3.2090 2.4968 0.1 0.1 0.1
H -6.2561 -1.4737 4.1037 0.1 0.0 0.0
H -5.4896 -0.2054 3.1010 0.0 -0.1 0.0
H -7.8860 -0.8145 0.4974 0.1 0.1 0.0
H -6.4563 0.1762 0.9174 -0.1 -0.1 0.0
H -5.7970 -1.5768 -0.6884 0.0 -0.1 0.0
H -6.4500 -2.8410 0.3769 0.0 0.1 -0.1
H -3.8808 -1.4543 -1.3666 0.0 -0.1 -0.1
H -1.9775 -0.1028 -2.0306 0.0 0.0 -0.1
H 0.7821 -1.3111 1.8009 -0.1 0.0 0.2
H -0.8492 -3.1225 1.2929 -0.1 0.0 0.1
H -1.0761 -3.9371 -1.0217 -0.1 -0.1 0.0
H 0.3314 -2.9908 -2.8121 0.0 0.0 -0.1
H 1.9593 -1.1950 -2.2804 0.0 0.0 -0.1
```
Positions in Å, forces in eV/Å.

# 3
ORCA calculation (ωB97M-V/def2-TZVPD) on a molecular structure, C4H8F21NO4P3PdS at a distorted geometry.

Output
net charge	-1
ΔE to the lowest compared entry with this formula, charge and spin	0.00	kJ/mol
<S²>	2.00
gap between HOMO and LUMO (alpha / beta)	7.783 / 7.472	eV
spin multiplicity	3
LUMO energy (alpha / beta)	0.386 / 0.119	eV
HOMO energy (alpha / beta)	-7.40 / -7.35	eV
DFT total energy	-4160.83184	hartree

```
43
Properties=species:S:1:pos:R:3:forces:R:3
Pd -0.4705 -0.0969 -1.3475 0.8 -1.0 0.6
C -2.1041 0.0619 3.2008 0.8 -0.5 -0.5
C -0.7770 0.5351 2.6768 -0.7 1.6 -4.5
O -0.5411 0.7080 1.4813 0.2 -0.5 5.2
N 0.2180 1.0683 3.7514 1.6 -1.3 -1.5
H -0.2132 1.7716 4.3341 -0.1 0.4 0.0
H 0.4866 0.2966 4.3451 -0.8 -0.6 0.5
C 1.6329 1.4029 3.2402 -0.3 0.8 0.9
H -2.4395 -0.5429 2.3582 -0.3 -0.3 0.3
H -2.8363 0.8664 3.2694 0.3 0.3 0.2
H -2.0137 -0.5114 4.1235 -0.2 0.0 -0.1
H 1.9551 0.7018 2.4704 -0.5 0.3 -0.2
H 2.2537 1.2472 4.1226 0.1 0.0 -0.1
H 1.6809 2.4658 3.0032 0.0 -0.4 -0.6
C 3.4535 -1.6977 0.7074 -2.1 -1.5 0.7
F 4.1270 -2.0836 -0.3196 0.4 -0.5 -1.7
F 4.0508 -2.2921 1.7678 -0.5 0.5 0.3
F 3.5342 -0.3959 0.8018 0.2 1.4 0.6
S 1.5359 -2.2192 0.5947 0.2 -3.8 -0.6
O 1.4924 -3.4324 -0.2035 1.0 0.5 1.2
O 1.0371 -2.3873 1.9606 0.8 1.2 -0.1
O 0.9045 -1.1791 -0.1648 -0.2 2.5 0.2
P 1.5430 2.1007 -2.1532 3.2 -0.5 -0.8
F 3.1977 1.9494 -1.9730 -1.6 0.1 0.4
F 1.6571 3.6348 -1.7189 -0.7 -0.5 0.7
F 1.7576 2.4830 -3.6680 0.4 -0.3 -0.6
F -0.0061 2.1093 -2.4312 -1.6 1.0 0.2
F 1.4877 0.4786 -2.3966 0.5 -1.1 -2.2
F 1.2299 1.5108 -0.6656 0.0 2.1 2.3
P -3.3074 0.8535 -0.8491 -2.1 0.6 -1.6
F -2.6529 0.2383 -2.1981 -0.9 0.0 -1.3
F -2.0167 1.7989 -0.8536 0.1 1.1 1.4
F -4.1211 1.9511 -1.7504 0.4 -0.6 1.4
F -3.8090 1.4281 0.6176 0.6 -0.4 -1.2
F -4.5456 -0.1652 -0.9190 0.2 0.5 0.2
F -2.4363 -0.3357 -0.1511 0.7 -0.4 1.7
P -0.7399 -2.0345 -3.6067 2.0 -2.0 -3.1
F -0.7109 -0.3884 -3.6677 -0.6 -0.6 -0.4
F 0.6619 -2.0136 -2.8620 1.1 0.3 1.4
F -1.3949 -2.0687 -2.1641 -1.3 1.5 2.3
F -0.7985 -3.6288 -3.5290 0.4 -0.9 -0.5
F -2.1929 -2.1015 -4.2965 0.7 1.0 -0.4
F 0.2297 -2.0874 -4.9377 -2.1 0.1 -0.6
```
Positions in Å, forces in eV/Å.